1.
Computed, not measured: a single C16H8F2O2 molecule, with ωB97M-V/def2-TZVPD.

Output
E: -26249.350 eV
gap between HOMO and LUMO: 7.192 eV
SMILES: O=C1C=C(c2cc(F)ccc2F)c2ccccc2C1=O

Each line ends with the natural charge from an NBO analysis.
Geometry (Å):
O -2.16929 -0.29611 -3.59950  -0.445
C -1.87465 0.13974 -2.53850  0.403
C -1.16702 -0.85915 -1.76575  -0.237
C -0.47944 -0.50554 -0.60038  0.005
C 0.55030 -1.39449 -0.01052  -0.113
C 0.37767 -1.94406 1.24153  -0.280
C 1.46281 -2.57464 1.79872  0.405
F 1.43517 -3.01070 3.04384  -0.314
C 2.69341 -2.70825 1.15772  -0.271
C 2.75070 -2.33179 -0.12125  -0.244
C 1.69887 -1.64284 -0.80786  0.402
F 1.87248 -1.22813 -2.06130  -0.297
C -0.63324 0.84384 -0.07895  0.039
C 0.00255 1.16305 1.15919  -0.226
C -0.23664 2.39425 1.78294  -0.185
C -0.92922 3.40791 1.04648  -0.201
C -1.69574 3.03612 -0.12374  -0.142
C -1.56478 1.80726 -0.70541  -0.165
C -2.19997 1.48662 -2.00530  0.455
O -2.82626 2.39942 -2.61553  -0.462
H -1.08907 -1.81357 -2.26820  0.238
H -0.49631 -1.80408 1.83977  0.243
H 3.47144 -3.22349 1.69127  0.237
H 3.67136 -2.68542 -0.60312  0.232
H 0.56799 0.43544 1.70523  0.227
H 0.21351 2.74363 2.77876  0.231
H -1.01029 4.47608 1.26369  0.226
H -2.39630 3.68891 -0.60383  0.240


2.
Computed, not measured: a gas-phase ion, C4H11N3 (charge -1), with ωB97M-V/def2-TZVPD.

Output
charge: -1
E: -8793.982 eV
2S+1: 2
ΔE to the lowest compared entry with this formula, charge and spin: 34.4 kcal per mole
gap between HOMO and LUMO (spin up / spin down): 1.707 / 8.355 eV

Each line ends with the Mulliken spin population.
Geometry (Å):
C -1.53714 0.26237 1.36497  1.332
C -1.10046 0.15898 -0.08874  0.359
C 0.28120 -0.32915 -0.46479  -0.736
C 0.60579 -0.47923 -1.74252  1.862
N 1.96254 -0.74885 -2.14082  -0.062
N 1.24235 -0.64178 0.52226  -0.255
N -0.96070 1.37865 2.15795  0.157
H -1.28939 -0.67656 1.85030  -0.194
H -2.61228 0.38916 1.28765  -0.357
H -1.82967 -0.54171 -0.50926  -0.059
H -1.29039 1.10089 -0.60722  0.203
H -0.03840 -0.23520 -2.57804  0.200
H 2.10467 -0.32784 -3.04763  -0.561
H 2.16886 -1.73981 -2.17625  -0.117
H 0.86831 -0.45377 1.45019  -0.267
H 2.04115 -0.01596 0.41938  -0.117
H -0.36379 1.92700 1.53285  0.064
H -0.25264 0.97283 2.76975  -0.451


3.
Computed, not measured: a molecular structure, B2H8In, with ωB97M-V/def2-TZVPD.

Output
charge: +1
E: -6636.362 eV
ΔE to the lowest compared entry with this formula, charge and spin: 56.7 kcal per mole
gap between HOMO and LUMO: 4.769 eV

Each line ends with the natural charge from an NBO analysis.
Geometry (Å):
In 1.63312 -0.65509 -1.57985  0.993
B -0.10348 1.61426 -0.44103  -0.557
H -1.01094 1.05487 -0.60788  0.168
H 0.30779 1.74920 -1.42941  0.092
H -0.26122 2.60192 -0.03622  0.171
H 0.61549 1.15197 0.21747  0.124
B -0.22874 -1.52097 0.78523  -0.515
H -1.12467 -2.00100 1.14734  0.201
H -0.49824 -1.06423 -0.15445  0.113
H 0.06936 -0.73768 1.46482  0.135
H 0.60153 -2.19330 0.63403  0.074


4.
Computed, not measured: a single C5H11N molecule, with ωB97M-V/def2-TZVPD.

Output
E: -6852.325 eV
ΔE to the lowest compared entry with this formula, charge and spin: 27.8 kcal per mole
gap between HOMO and LUMO: 10.255 eV
SMILES: CC[C@H]1CN1C

Each line ends with the natural charge from an NBO analysis.
Geometry (Å):
C 2.42651 -0.46341 0.51511  -0.604
C 1.21993 -0.37606 -0.42685  -0.406
C -0.09692 -0.18126 0.29360  -0.075
C -0.54494 1.15799 0.75697  -0.272
N -1.19398 0.50721 -0.37001  -0.401
C -2.51583 -0.03435 -0.09030  -0.415
H 2.55352 0.45570 1.09925  0.204
H 2.33485 -1.29596 1.22296  0.202
H 3.35014 -0.62202 -0.05329  0.211
H 1.36032 0.45106 -1.13266  0.210
H 1.15956 -1.29640 -1.02092  0.202
H -0.41852 -1.04512 0.88141  0.186
H 0.04856 2.03052 0.48599  0.200
H -1.09104 1.25918 1.69585  0.192
H -2.81842 -0.68601 -0.91524  0.202
H -3.23793 0.78418 -0.00954  0.199
H -2.56721 -0.62175 0.84484  0.164